This record from OMol25 describes a molecular structure, C22H28N3OPt. The level of theory is the ωB97M-V functional and the def2-TZVPD basis.

CARTESIAN COORDINATES (ANGSTROEM)
H -5.38 1.07 -0.51
H -5.24 1.59 1.17
O -0.50 0.25 2.20
H -2.71 -1.59 -0.30
H 1.04 -1.42 0.79
C 0.46 -2.33 -3.61
H -0.98 -2.43 -2.00
H 3.28 2.66 -4.45
C 2.62 1.97 -3.95
C -3.77 0.10 0.57
H 2.66 4.44 -2.80
H 2.35 -1.30 4.72
H -3.60 -0.23 1.60
H 0.28 -3.34 -3.95
H 1.93 -1.87 -5.09
H 1.17 -3.51 3.96
N 0.35 1.92 -1.02
H -3.00 1.70 -0.69
N -0.04 -0.61 -2.03
C 0.47 3.15 -0.57
C -5.16 0.73 0.51
H -4.43 -1.87 -0.08
H 2.78 -1.19 0.71
H 3.02 0.37 -5.28
C 1.08 -2.53 3.49
H 3.11 -2.47 2.75
C -3.69 -1.12 -0.35
C 0.85 0.20 -2.65
C 1.03 1.55 -2.13
H 1.11 0.72 4.79
C -0.23 -1.83 -2.50
C 1.93 -1.29 1.39
C 1.89 2.42 -2.80
H -3.88 -0.82 -1.39
H -5.93 0.01 0.80
H -0.45 -0.09 4.64
H -2.57 1.86 1.04
C 1.27 -1.45 4.58
C -2.74 1.16 0.22
C 2.47 0.71 -4.41
N 1.78 -0.03 2.16
Pt -0.92 0.28 -0.17
H 1.36 5.10 -0.79
H 0.89 -1.83 5.52
C 2.01 3.73 -2.30
C 0.56 0.11 2.80
H 2.02 -3.40 1.74
H 0.06 -2.48 3.08
C 2.10 -2.48 2.33
C 1.57 -0.21 -3.77
C 1.37 -1.52 -4.24
C 0.58 -0.10 4.29
H 2.54 0.04 2.83
H -0.09 3.39 0.32
C 1.30 4.10 -1.19

Calculated values
Multiplicity: 1
Charge: +1
Strongest force on any atom: 0.80 eV/Å
HOMO-LUMO gap (alpha / beta): 7.05 / 7.01 eV